130
Properties=species:S:1:pos:R:3:forces:R:3:lowdin_charge:R:1 method="wB97M-V/def2-TZVPD" smiles="C[C@H]1COC(=O)O1.C[C@H]1COC(=O)O1.C[C@H]1COC(=O)O1.C[C@H]1COC(=O)O1.CN(C)C=O.CN(C)C=O.CN(C)C=O.CN(C)C=O.CN(C)C=O.CN(C)C=O.CO" charge=0 largest_force_ev_per_a=7.12 gap_ha=0.322 multiplicity=1 homo_energy_ev=-9.0 energy_ev=-85269.690 relative_energy_kj_mol=0.0
H -0.536 -5.905 -5.104 -0.1 0.1 0.1 0.0847
H -2.220 7.345 -0.333 0.7 -0.3 0.1 0.1372
H -0.955 5.053 -5.605 -0.3 1.1 0.0 0.1482
C 3.735 0.323 -4.703 -1.0 1.9 0.9 -0.3318
C 0.746 -3.812 4.663 -2.5 -0.9 0.9 -0.3799
C 4.825 4.452 1.675 1.3 -1.3 0.1 -0.6413
H 0.103 -5.600 7.272 -0.3 0.1 0.1 0.0885
C -2.500 7.084 0.699 0.0 -1.7 1.9 -0.3406
C 2.809 -7.429 1.284 3.8 -0.1 -1.6 -0.3642
O 5.108 5.301 2.633 1.3 1.4 1.7 0.0899
O 2.778 1.019 -4.349 0.4 -1.1 -0.4 -0.0304
H 2.806 -10.061 1.365 0.2 0.6 0.2 0.0821
H -3.888 9.212 -0.307 -0.5 0.5 0.0 0.0905
H -6.764 3.859 -0.754 -0.4 0.0 -0.5 0.1336
H 0.264 1.822 0.838 -0.2 0.3 0.1 0.0833
H -3.908 0.725 5.111 -0.1 0.2 0.1 0.1303
N -3.689 7.610 0.975 -1.0 -0.1 -2.1 -0.2167
H -0.873 5.064 -3.254 0.0 -0.3 0.1 0.0815
C 3.992 7.234 3.694 -1.2 -1.0 -0.1 -0.0032
C -3.127 3.169 5.031 0.7 -0.4 -0.3 -0.0440
H -0.325 2.347 4.998 0.0 -0.1 -0.1 0.0921
O -1.917 6.354 1.513 0.3 0.9 -1.3 -0.0268
H 3.640 -0.593 -5.306 0.0 0.1 0.1 0.1353
H -0.315 -3.548 4.535 -0.3 0.0 0.2 0.1347
H -0.171 -7.784 0.922 0.3 -0.4 -0.3 0.0859
H 5.872 -0.957 -5.451 0.0 -0.1 0.5 0.0867
H -1.153 -5.040 6.104 0.2 0.4 0.1 0.0862
H 6.937 -0.013 -4.299 0.0 -0.6 0.0 0.0859
H 2.061 -0.275 1.176 -0.4 -0.4 0.1 0.1363
H -0.347 -6.531 5.843 0.3 -0.2 -0.1 0.0809
O 1.713 -1.719 -0.291 3.0 -1.7 -0.1 0.0980
O 3.593 4.641 1.289 -0.8 -1.0 -1.8 0.0793
O 5.574 3.605 1.295 0.1 0.1 -0.7 0.1596
H 2.394 6.142 1.686 -0.2 0.3 0.6 0.1429
H 2.591 0.148 -0.434 0.1 -0.3 -0.2 0.1352
H -3.622 7.401 3.022 -0.1 0.0 0.0 0.0897
H -0.135 0.406 1.782 -0.1 -0.3 -0.2 0.0908
H 2.535 -6.370 1.156 0.2 0.1 0.1 0.1389
H -5.224 1.320 0.976 0.0 0.2 -0.3 0.0778
H 5.013 -5.098 -1.736 -0.3 0.2 0.2 0.0769
N 4.996 0.651 -4.370 1.2 0.5 -0.6 -0.1874
N 0.333 -7.782 -4.649 0.5 1.5 0.1 -0.1920
O 3.929 -7.894 0.997 -1.2 1.1 0.4 -0.0295
C 0.481 -2.085 -0.498 -1.2 -6.0 -0.8 -0.6030
C 0.383 0.053 -0.313 0.8 2.8 2.4 -0.3212
O -0.319 -1.104 -0.331 -2.9 -0.7 -0.3 0.1172
C -0.015 -8.808 -5.452 -0.7 -0.8 1.4 -0.3396
H -6.818 1.653 1.640 -0.1 0.3 -0.1 0.0812
O -6.015 2.850 -2.394 1.2 2.6 1.0 0.1128
H 4.358 7.374 4.711 0.4 0.1 -0.3 0.0825
O -3.002 5.606 -5.187 1.7 -0.6 -0.1 0.1037
C -6.292 1.165 0.819 -0.3 0.1 -0.1 -0.0217
O -2.326 -0.257 5.874 0.2 0.2 0.0 0.0113
C 4.868 -4.810 -2.777 0.3 -0.2 1.0 -0.1535
H 4.563 -3.764 -2.816 0.3 0.2 -0.1 0.0667
H -0.469 -7.370 -2.761 0.1 -0.3 0.4 0.0949
H -0.157 -8.439 -6.480 0.2 -0.5 -0.2 0.1305
H 2.816 -5.166 4.960 0.3 0.0 0.2 0.0894
O 0.106 -3.239 -0.765 1.3 2.8 0.6 0.0984
C 0.390 -7.894 -3.181 1.1 -0.3 -1.3 -0.0325
H 3.994 -5.377 -3.098 0.5 -0.3 -0.6 0.0655
C -0.256 0.865 0.801 0.3 1.1 -0.6 -0.0212
H -4.541 8.761 2.299 -0.5 0.0 0.8 0.0938
H -0.008 -8.036 2.652 -0.1 0.1 0.0 0.0837
H 1.151 -5.760 -4.640 0.1 -0.4 0.3 0.0777
C 2.888 5.357 2.259 -1.6 -0.1 -0.6 -0.1020
C -6.788 1.695 -0.540 1.2 -0.9 -0.1 -0.2548
H 5.826 1.476 -2.662 0.6 0.0 -0.1 0.0895
H -0.667 1.508 6.549 0.2 -0.1 -0.2 0.0940
H -7.874 1.728 -0.629 0.0 0.1 0.2 0.1535
H -2.946 4.105 5.560 0.4 -0.3 0.7 0.0789
O -6.351 0.807 -1.637 0.3 0.9 1.1 0.0762
H -6.457 0.100 0.982 -0.2 0.0 -0.5 0.0855
N 0.897 -4.857 5.504 -0.7 -1.0 0.7 -0.1947
H 0.543 -8.943 -2.928 -0.8 0.0 0.1 0.0847
H 6.539 0.583 -5.856 -0.3 0.4 -0.2 0.0843
O -3.507 3.974 -6.623 0.3 0.5 0.0 0.0658
C -3.829 5.185 -6.129 -4.9 1.8 -1.6 -0.5375
H 2.946 7.540 3.701 -0.1 0.3 0.2 0.0783
H 0.736 -6.357 -6.218 0.0 -0.4 0.0 0.0791
O -4.861 5.826 -6.460 3.8 -2.4 1.0 0.0791
C 1.860 -9.655 1.725 0.4 0.4 -1.5 -0.0182
H 1.640 -10.191 2.648 -0.3 0.8 0.3 0.0863
N 1.827 -8.165 1.695 -3.0 -2.3 1.3 -0.1768
H 4.464 7.861 2.938 0.3 -0.3 0.1 0.0940
C -0.182 -5.522 6.222 -0.3 0.2 -0.4 -0.0581
H -5.432 8.404 0.143 0.1 0.1 -0.2 0.0887
O 6.095 -5.105 -3.454 -0.8 0.1 -0.5 -0.1236
C -4.390 8.259 -0.143 0.4 0.8 0.4 -0.0493
H 1.163 -9.929 0.933 -0.4 -0.4 0.3 0.0862
C -1.502 4.299 -3.710 -0.3 -0.4 -0.7 -0.0154
O 1.582 -3.210 4.082 2.3 1.0 -1.1 0.0426
H -0.999 3.215 6.401 0.3 0.1 -0.1 0.0873
C 2.168 -5.429 5.796 1.6 0.3 -0.5 -0.0713
C -4.333 7.692 2.249 0.6 0.4 0.2 -0.0457
H 4.553 2.426 -3.216 -0.3 -0.1 -0.7 0.0806
H 2.194 -6.512 5.913 -0.6 -0.1 -0.3 0.0892
C 0.437 -6.391 -5.170 -0.5 -0.7 -0.1 -0.0500
H -2.738 3.387 4.036 -0.6 0.1 -0.4 0.0852
H -1.312 1.019 0.579 0.0 0.1 0.1 0.0823
H -1.018 3.327 -3.802 0.8 0.2 0.1 0.0816
C 5.397 1.848 -3.592 -1.0 -0.7 0.7 -0.0308
H 3.837 5.058 4.142 -0.3 0.5 0.4 0.1553
C 0.481 -7.608 1.777 0.0 0.2 0.6 -0.0550
C -6.124 3.009 -0.988 -1.8 0.5 1.6 -0.0928
C 1.829 -0.401 0.119 -1.3 1.9 -1.3 -0.0632
O -0.250 -9.946 -5.031 0.4 1.3 -1.0 -0.0165
C -1.877 4.686 -5.153 1.0 -0.4 1.3 -0.2940
H 2.177 4.614 2.620 -0.5 0.6 0.4 0.1374
C -5.975 1.595 -2.667 -1.5 -5.0 -4.9 -0.5787
H -2.331 4.034 -3.053 -0.4 0.5 -0.2 0.0818
H 0.516 -6.524 1.886 0.2 0.0 0.2 0.0827
H 1.347 -7.447 -2.912 -0.2 0.5 0.4 0.0790
H -5.265 3.262 -0.365 1.0 -0.5 -0.9 0.1287
H 6.812 -4.892 -2.852 -0.1 0.0 0.0 0.0689
H 0.255 0.489 -1.304 0.7 0.5 0.1 0.1645
H 2.612 -5.049 6.716 0.0 0.3 0.1 0.0926
N -2.345 2.000 5.514 -2.0 1.2 -0.4 -0.1986
H -4.206 3.034 5.093 0.2 -0.4 -0.4 0.0830
H -4.338 7.772 -1.117 0.0 -0.6 0.3 0.0864
H -5.240 7.093 2.323 0.0 0.0 -0.1 0.0928
H 6.091 2.508 -4.112 0.0 -0.3 -0.2 0.0899
C -2.267 3.508 -6.018 -2.1 -0.2 -0.1 -0.0664
C -1.002 2.275 5.850 0.7 0.0 1.2 -0.0682
C -2.883 0.759 5.509 0.1 -0.3 0.0 -0.3511
H -2.549 2.646 -5.413 0.2 -0.2 -0.1 0.1328
O -5.878 1.099 -3.809 0.6 2.0 3.4 0.0984
C 3.908 5.747 3.300 1.2 0.3 -0.2 -0.2742
C 6.124 0.014 -5.024 0.3 0.1 0.1 -0.0709
H -1.602 3.216 -6.830 0.2 0.2 0.3 0.1391